1.
The following is a DFT calculation (the ωB97M-V functional and the def2-TZVPD basis) of C53H67N9O2RbSb as an isolated structure.

Structure (XYZ):
```
133
Properties=species:S:1:pos:R:3:mulliken_charge:R:1
Sb 2.6026 0.4996 -2.6175 1.4361
Rb -1.1334 -0.2079 0.7704 0.4958
O 1.4220 0.3553 1.5239 -0.5362
O -1.7057 1.7514 -1.8759 -0.1217
N -1.4966 -10.4592 0.3035 -0.6666
N -4.2659 0.6226 0.0085 -0.3473
N -2.0090 3.5871 3.9878 0.3660
N -2.2376 -2.3728 -2.2640 1.5588
N 1.1624 -3.1669 -0.6318 -0.3735
N -2.1014 5.0499 8.1217 -0.5617
N -1.5298 4.6007 6.1011 0.6977
N -1.8258 1.6333 2.9939 0.3016
N -2.1642 5.4703 6.9150 -0.8159
C -0.4907 1.7977 8.8527 -0.5894
C 1.4225 3.3380 -2.7754 -2.0623
C 1.2388 -2.0907 0.0462 0.7106
C -0.6590 -7.0609 0.6368 -0.6214
C 2.7038 -1.0965 -5.1729 -1.9142
C -2.9374 -6.1459 1.9274 -0.7772
C 4.8803 0.0810 -4.9311 -1.7314
C 4.1864 1.2963 -1.2689 1.8571
C 3.5055 2.2522 -0.2874 -1.7667
C -0.4636 -4.1152 -2.2107 -1.6180
C 2.9836 -1.8782 3.9152 -0.5747
C -4.8727 0.1726 -1.2417 -1.2492
C -1.9168 -5.2260 1.6156 0.4786
C -3.7782 1.7914 0.0813 -0.1687
C 1.8170 -2.0040 1.3868 0.6013
C 2.7646 2.8171 -4.8190 -1.8578
C -0.4059 2.3468 6.4790 -0.4534
C -2.0463 -3.8438 1.9085 -0.1308
C -2.5285 3.7168 -2.9327 -0.7415
C 2.4846 -0.7348 3.3397 -0.8443
C -1.2086 2.7549 3.2418 0.2753
C 2.3420 -3.1480 1.9988 -0.3395
C 1.8277 2.2424 -3.7619 1.9511
C 0.6454 -3.0921 -1.9855 0.5038
C -1.8238 -3.6516 -1.6990 -0.0224
C -3.0653 1.7125 3.5980 -0.8003
C -1.6004 4.7849 4.6581 -1.0635
C -2.8261 -7.4819 1.6015 -0.5472
C -3.6376 2.8258 -0.9804 0.1665
C 5.3498 2.0027 -1.9527 -1.7264
C -1.0742 3.5316 6.8133 1.3454
C 0.1503 3.1068 2.7332 -0.9415
C -3.1950 2.9052 4.2324 -0.6431
C -2.1831 -2.6307 2.1199 -1.3611
C 4.6884 0.0910 -0.4712 -1.9008
C -0.1302 1.4938 7.5207 -0.7181
C -2.5652 2.6953 -1.9292 0.1851
C -1.4342 3.8408 8.1218 0.0762
C -3.5041 -1.9344 -1.6891 -1.2986
C 2.9205 -3.1118 3.2502 -0.8441
C 3.7598 -0.6225 -4.1715 1.9066
C -0.7680 -5.7259 0.9669 -0.0199
C -3.8850 -0.5329 -2.1640 0.5106
C -2.3087 -2.4023 -3.7109 -1.4524
C -4.4804 3.9306 -0.9870 -0.2194
C 4.3388 -1.8452 -3.4536 -2.0129
C 1.8705 -0.7291 2.0454 0.3619
C -1.6851 -7.9589 0.9498 0.4271
C -1.1405 2.9658 9.1717 -0.6649
C 0.5476 1.7114 -4.4184 -1.4055
C -1.5811 -9.3460 0.5907 0.1741
C -4.3922 4.9212 -1.9604 -0.7276
C -3.4080 4.7823 -2.9425 -0.5954
H -1.7811 -3.5331 -0.6117 -0.7486
H -3.3290 5.5289 -3.7272 0.3985
H 0.8163 2.9435 -1.9546 0.3343
H 0.6529 2.1879 2.4115 -0.3990
H 2.3018 -0.2661 -5.7580 0.3131
H 3.3085 -4.0116 3.7111 0.3913
H -0.2047 -5.0396 -1.6879 0.5231
H 5.6878 0.4001 -4.2748 0.2143
H 0.7272 0.8324 -5.0429 0.1793
H -3.7698 0.8974 3.5253 0.5094
H 3.1515 3.1627 -0.7694 0.1967
H 1.8667 -1.5986 -4.6767 0.2524
H 0.1225 2.4945 -5.0638 0.4210
H -0.1387 2.0848 5.4630 0.3587
H -5.2425 4.0055 -0.2151 0.4016
H -5.0694 5.7661 -1.9588 0.3460
H 5.3123 -0.6214 -5.6620 0.5008
H 5.4007 0.4332 0.2941 0.4892
H -4.3380 -0.5724 -3.1589 0.3807
H -5.3268 1.0082 -1.7844 0.4777
H 1.4731 -3.3233 -2.6667 0.1802
H 5.2352 -1.5856 -2.8872 0.3835
H -2.5703 -4.4401 -1.9123 0.3590
H 0.2757 -2.0926 -2.2391 -0.1884
H 5.9434 1.3189 -2.5579 0.3101
H 0.8026 4.0782 -3.3006 0.5055
H 2.2890 3.8635 -2.3702 0.4135
H 0.3686 0.5570 7.3056 0.4912
H 4.2367 2.5474 0.4811 0.5167
H 2.6697 1.7712 0.2291 0.2342
H 5.2020 -0.6425 -1.0956 0.2051
H 2.5496 0.2189 3.8553 0.4156
H 4.6274 -2.6076 -4.1931 0.4835
H -3.4170 2.0730 1.0737 0.1803
H -2.9777 0.0724 -2.2343 -0.1894
H 4.5289 0.9518 -5.4814 0.1934
H -1.7596 3.6313 -3.6937 0.2755
H 0.0184 -5.0272 0.7059 0.6933
H -2.3025 5.5964 4.4909 0.4110
H 0.7643 3.6020 3.4906 0.5081
H 3.4394 -1.8251 4.8991 0.3617
H 6.0181 2.4265 -1.1881 0.4873
H -3.8253 -5.7782 2.4239 0.4825
H 5.0151 2.8254 -2.5906 0.2084
H -0.5169 -4.3610 -3.2745 0.4961
H 3.8716 -0.4161 0.0500 0.3720
H -3.9904 3.3429 4.8150 0.4950
H -1.4282 3.2063 10.1872 0.4119
H -2.5283 -1.4065 -4.0942 0.3742
H -3.4093 -1.9517 -0.5980 0.3619
H 3.7580 3.0429 -4.4235 0.2695
H -0.2063 1.4611 -3.6658 0.0021
H 2.3394 3.7534 -5.2092 0.4881
H -3.0885 -3.0998 -4.0750 0.2747
H 0.0745 3.7711 1.8669 0.4436
H -0.2577 1.0844 9.6331 0.3553
H 0.8907 -1.1400 -0.3702 -0.2840
H 0.2229 -7.4269 0.1247 0.4365
H 2.8787 2.1354 -5.6644 0.3046
H -4.3083 -2.6497 -1.9509 0.2221
H -0.6287 5.0761 4.2699 0.4254
H -3.6224 -8.1747 1.8445 0.4331
H 3.6271 -2.3040 -2.7610 0.2871
H -5.6691 -0.5242 -0.9614 0.5039
H -1.3524 -2.7073 -4.1345 0.3141
H 2.2858 -4.0774 1.4428 0.4470
H 3.1557 -1.8114 -5.8772 0.5446
```

Values from the calculation:
HOMO-LUMO gap, eV: 5.928
Relative energy (zero: lowest compared OMol25 entry of this formula, charge and spin), kcal per mole: 22.4
Charge: -2
HOMO level, hartree: -0.090

---

2.
The following is a DFT calculation (the ωB97M-V functional and the def2-TZVPD basis) of a 2-piece molecular cluster, C16H26N3O6P overall in a non-equilibrium geometry.

Structure (XYZ):
```
52
Properties=species:S:1:pos:R:3:nbo_charge:R:1
P -1.0390 -2.8999 -1.8369 2.3534
O -2.0897 -3.1093 -0.8294 -1.0959
O -1.6533 -2.7688 -3.3482 -0.9759
O -0.0316 -4.1756 -1.8839 -0.9514
O -5.1191 0.6616 -0.9880 -0.7368
O 2.1499 -0.5428 -0.8419 -0.5520
O -2.2617 -0.2096 -1.9494 -0.7118
N 1.6240 1.9673 3.6775 -0.5048
N 0.1094 2.1398 -1.9958 -0.2885
N 0.8796 -0.7666 -3.9633 -0.2823
C 1.0459 2.1985 4.8961 -0.0735
C 1.2027 0.7590 3.1944 -0.0879
C -1.3278 0.0822 0.3536 -0.4310
C 0.4831 -0.9504 -2.9347 0.2712
C 4.6315 -0.3150 -0.9699 -0.4160
C 3.3816 -1.2689 -0.9556 -0.0701
C 4.2550 1.1991 -0.8659 -0.6066
C -0.4103 1.2039 -1.6677 0.2655
C -3.2873 1.8308 0.2668 -0.4371
C 1.1017 -1.4845 -0.6037 -0.0607
C 0.2525 1.1226 5.1981 -0.3086
C -1.0878 -0.0907 -1.1845 0.2091
C -4.2789 1.8201 -0.9340 -0.0653
C -0.1180 -1.2895 -1.5618 -0.5112
C -2.7982 0.4250 0.7410 -0.4057
C 0.3523 0.2077 4.1173 -0.3005
H -2.8212 0.4353 1.8539 0.2275
H 1.2493 3.1053 5.4415 0.2117
H -5.2343 0.4317 -1.9196 0.4735
H -3.6702 2.4391 1.1106 0.2168
H -2.3803 2.3773 -0.0868 0.2144
H 5.3331 -0.6289 -0.1661 0.2006
H 3.5334 -1.9738 -0.1070 0.1742
H -0.1444 -0.7456 4.0271 0.2192
H 3.8839 1.4060 0.1605 0.1992
H 0.6523 -4.0330 -2.5662 0.5092
H 0.8487 -1.4984 0.4738 0.2109
H -1.0769 -0.8560 0.8943 0.2270
H 2.2592 2.5892 3.2094 0.4141
H 1.5228 -2.4914 -0.8313 0.1960
H -3.4439 -0.4196 0.4352 0.2239
H 3.4649 1.3978 -1.6148 0.2300
H -0.6639 0.8991 0.7096 0.2354
H -4.9561 2.6997 -0.7950 0.1633
H 3.3814 -1.8120 -1.9306 0.1762
H 1.5454 0.3968 2.2377 0.2081
H 5.1946 -0.4515 -1.9177 0.2052
H -3.7789 2.0057 -1.9096 0.1803
H -2.8780 -0.8463 -1.5489 0.5013
H -2.5931 -3.0154 -3.3212 0.5216
H 5.1406 1.8380 -1.0633 0.2117
H -0.3348 1.0048 6.0944 0.2233
```

Values from the calculation:
HOMO-LUMO gap, eV: 8.720
Charge: 0
SMILES: CCCOC[C@](C#N)([C@](O)(C#N)CCCCO)P(=O)(O)O.c1cc[nH]c1
HOMO level, hartree: -0.313

---

3.
The following is a DFT calculation (the ωB97M-V functional and the def2-TZVPD basis) of a 2-piece molecular cluster, C4H10NO2 overall in a non-equilibrium geometry.

Structure (XYZ):
```
17
Properties=species:S:1:pos:R:3:nbo_charge:R:1
O 2.4944 -0.0382 -1.5251 -0.6234
O -3.6072 0.3616 0.8275 -0.6602
N -1.5187 -0.7020 0.1205 -0.7098
C -0.4752 -1.2169 -0.8068 0.1132
C 2.0944 0.1512 -0.3196 0.3971
C 3.0249 0.3912 0.7379 -0.8159
C -2.7393 0.2437 -0.1762 0.0934
H 3.0422 -0.1213 1.5951 0.2796
H -0.6659 -0.7519 -1.7630 0.1113
H -2.3554 1.3034 -0.4862 0.1965
H -1.9958 -1.5859 0.5500 0.4641
H 3.4472 -0.0498 -1.8240 0.4915
H 2.7839 1.3613 1.1781 0.2866
H -1.0413 -0.4437 1.0027 0.4605
H -3.2662 -0.2287 -1.0016 0.2041
H -3.3272 1.0715 1.4466 0.4969
H 4.1051 0.2544 0.4441 0.2144
```

Values from the calculation:
HOMO-LUMO gap (alpha / beta), eV: 7.180 / 7.218
Relative energy (zero: lowest compared OMol25 entry of this formula, charge and spin), kcal per mole: 205.2
Charge: +1
HOMO level (alpha / beta), hartree: -0.452 / -0.452

---

4.
The following is a DFT calculation (the ωB97M-V functional and the def2-TZVPD basis) of C3H6N4 in the gas phase in a non-equilibrium geometry.

Structure (XYZ):
```
13
Properties=species:S:1:pos:R:3:nbo_charge:R:1
N 1.3577 1.8002 0.1252 -0.5915
N -0.1356 -0.2742 -0.1192 -0.5190
N -2.5790 0.1623 0.1097 -0.5946
N 1.9398 -1.3061 -0.0915 -0.6185
C -1.5832 -0.5627 -0.2150 0.3045
C 0.3617 1.1074 -0.1609 0.2661
C 0.7007 -1.1741 0.2731 0.2560
H 0.0822 -1.9063 0.8948 0.1644
H -1.6246 -1.5208 -0.3589 0.1577
H -0.2783 1.7331 -0.6809 0.1558
H 1.9172 1.2192 0.7318 0.3301
H 2.1919 -0.4411 -0.9625 0.3313
H -2.3506 1.1632 0.4542 0.3579
```

Values from the calculation:
HOMO-LUMO gap, eV: 10.067
Relative energy (zero: lowest compared OMol25 entry of this formula, charge and spin), kcal per mole: 90.3
Charge: 0
SMILES: [H]/N=C\N(/C=N\[H])/C=N\[H]
HOMO level, hartree: -0.357